64
Properties=species:S:1:pos:R:3:lowdin_charge:R:1 method="wB97M-V/def2-TZVPD" de_lowest_ev=0.000 charge=-1 energy_ev=-404338.5983 gap_ev=6.217
I 5.71 -1.59 -1.70 0.808
Br 2.94 -4.80 -3.51 0.190
Cl -4.01 8.67 1.20 0.518
Cl -6.16 -1.64 5.48 0.539
Cl 6.86 1.80 -3.47 0.504
Cl -7.73 -0.55 3.30 0.538
Cl -1.68 8.94 -0.52 0.529
Cl -2.19 5.51 -5.23 0.522
Cl -1.44 2.86 1.80 0.555
Cl 8.83 3.06 -1.75 0.493
Cl -1.52 2.00 4.58 0.550
Cl -9.06 -0.59 9.61 0.521
Cl -1.70 2.77 -4.39 0.502
Cl -1.03 -0.33 -0.74 0.642
Cl 2.90 0.92 -6.78 0.514
Cl -3.54 1.09 2.70 0.595
Cl -6.87 1.18 5.46 0.539
Cl 6.23 2.33 -0.69 0.506
Cl 0.64 0.77 -4.95 0.510
Cl 2.17 -1.62 -5.57 0.586
Cl -2.48 4.75 -2.44 0.490
Cl -3.74 -1.41 -0.91 0.516
Cl -6.17 -0.47 9.38 0.520
Cl -3.23 1.41 -1.49 0.480
Cl -7.71 1.99 9.58 0.518
Cl -2.41 6.34 0.54 0.498
Al 2.72 -3.36 -1.61 -0.089
O 1.50 -3.78 1.25 0.014
N 0.39 -5.16 -0.42 0.104
C 1.82 0.07 -0.24 0.009
C -2.47 2.42 3.16 -1.513
C -6.47 -0.23 4.48 -1.554
C -2.74 0.00 -0.53 -1.559
C 6.18 -4.93 -1.41 -0.173
C 1.58 -0.09 -6.18 -1.527
C -7.69 0.33 8.98 -1.578
C -2.65 4.22 -4.11 -1.547
C -3.01 7.89 -0.03 -1.563
C 2.07 -1.58 -2.30 -0.340
C 4.50 -3.07 -0.68 -0.752
C 1.91 -0.65 -1.21 -0.323
C 5.26 -4.35 -0.34 -0.402
C 7.49 1.90 -1.83 -1.586
B 1.42 -4.19 -0.10 -0.611
H 0.77 -5.97 -0.90 0.047
H 4.49 -5.11 -0.15 0.088
H -7.77 0.36 7.90 -0.056
H 5.83 -4.25 0.59 0.093
H 2.87 -1.18 -2.93 -0.001
H 7.88 0.93 -1.56 -0.021
H -3.63 7.70 -0.90 0.006
H 4.22 -2.58 0.25 0.021
H 1.15 -1.68 -2.88 0.029
H -5.56 0.01 3.94 -0.070
H -0.06 -5.50 0.43 0.055
H 6.72 -5.78 -0.99 0.063
H -3.10 3.27 3.40 0.015
H -2.91 0.26 0.51 -0.101
H 5.62 -5.30 -2.26 0.030
H 1.84 0.88 0.44 0.009
H 6.94 -4.21 -1.74 0.011
H -3.69 3.98 -4.29 0.012
H 0.91 -0.28 -7.01 0.007
H 2.05 -4.37 1.77 0.069